{
  "formula": "C4H5MgO6",
  "method": "ωB97M-V/def2-TZVPD",
  "species": ["O", "C", "O", "O", "Mg", "C", "C", "H", "H", "H", "O", "C", "O", "O", "H", "H"],
  "xyz": [[0.371, 1.173, 2.579], [0.651, 1.693, 1.468], [0.812, 2.937, 1.352], [0.866, 0.952, 0.386], [0.625, 3.090, 3.448], [1.068, -0.706, 0.718], [0.482, -0.567, -0.644], [2.162, -0.736, 0.741], [0.358, -1.074, 1.467], [1.067, -0.251, -1.509], [-0.934, -0.616, -0.684], [-1.491, -0.845, -1.867], [-0.906, -1.035, -2.904], [-2.799, -0.962, -1.691], [-3.211, -1.253, -2.515], [0.880, -1.800, -0.346]],
  "lowdin_spin": [0.1149, 0.0320, 0.1095, 0.0113, 0.7239, 0.0029, 0.0016, 0.0004, 0.0010, 0.0002, 0.0011, 0.0002, 0.0001, 0.0001, 0.0000, 0.0008],
  "charge": 0,
  "gap_ev": [6.97, 8.13],
  "de_lowest_kj_mol": 455.85,
  "spin_multiplicity": 2,
  "e_homo_ha": [-0.2452, -0.3220]
}

=====

{
  "formula": "C30H35BN9O6S3Tl",
  "method": "ωB97M-V/def2-TZVPD",
  "species": ["Tl", "C", "C", "C", "C", "C", "N", "N", "B", "N", "N", "C", "C", "C", "C", "C", "N", "N", "C", "C", "C", "C", "C", "H", "H", "H", "H", "H", "H", "H", "H", "H", "H", "H", "H", "H", "H", "H", "H", "H", "H", "H", "H", "H", "H", "C", "N", "C", "C", "N", "C", "S", "C", "C", "C", "C", "C", "N", "H", "H", "H", "H", "H", "H", "H", "H", "H", "O", "S", "O", "O", "C", "C", "C", "C", "C", "C", "S", "O", "O", "O", "H", "H", "H", "H"],
  "xyz": [[-0.079, 0.237, -0.408], [0.797, -2.866, 1.399], [1.926, -2.094, 0.818], [3.265, -2.470, 0.725], [3.925, -1.394, 0.159], [5.373, -1.272, -0.179], [3.024, -0.425, -0.065], [1.793, -0.852, 0.340], [3.272, 0.982, -0.662], [2.804, 2.043, 0.342], [1.481, 2.276, 0.547], [1.408, 3.227, 1.477], [0.121, 3.772, 2.005], [2.697, 3.609, 1.877], [3.558, 2.832, 1.131], [5.050, 2.807, 1.136], [2.553, 1.139, -2.019], [1.230, 0.885, -2.193], [0.926, 1.130, -3.466], [-0.449, 0.977, -4.021], [2.078, 1.558, -4.131], [3.084, 1.552, -3.184], [4.519, 1.924, -3.349], [1.045, -3.926, 1.420], [-0.115, -2.733, 0.823], [0.579, -2.545, 2.418], [3.697, -3.408, 1.031], [5.895, -2.165, 0.158], [5.828, -0.404, 0.297], [5.520, -1.174, -1.255], [4.444, 1.101, -0.849], [-0.687, 3.630, 1.293], [0.223, 4.838, 2.210], [-0.157, 3.284, 2.942], [2.963, 4.364, 2.599], [5.422, 3.537, 1.853], [5.459, 3.051, 0.155], [5.433, 1.826, 1.419], [-0.969, 0.123, -3.591], [-0.395, 0.823, -5.097], [-1.041, 1.874, -3.831], [2.166, 1.828, -5.169], [4.690, 2.251, -4.373], [5.176, 1.080, -3.142], [4.799, 2.736, -2.677], [-4.352, 1.678, -2.166], [-4.139, 1.339, -0.769], [-4.985, 0.561, 0.000], [-4.337, 0.255, 1.137], [-3.090, 0.857, 1.053], [-2.973, 1.492, -0.139], [-1.593, 2.281, -0.789], [-2.132, 0.812, 2.104], [-2.544, 1.081, 3.395], [-1.600, 1.038, 4.405], [-0.288, 0.733, 4.091], [0.031, 0.464, 2.776], [-0.876, 0.507, 1.800], [-5.397, 1.499, -2.404], [-3.714, 1.041, -2.778], [-4.111, 2.723, -2.339], [-5.959, 0.273, -0.349], [-4.583, -0.384, 1.972], [-3.581, 1.310, 3.593], [-1.892, 1.238, 5.426], [0.480, 0.685, 4.849], [1.039, 0.211, 2.471], [-3.950, -1.912, 3.199], [-2.704, -2.648, 2.964], [-1.523, -1.926, 3.416], [-2.500, -2.309, 1.095], [-2.981, -3.232, 0.265], [-3.876, -4.236, 0.682], [-4.296, -5.228, -0.181], [-3.872, -5.260, -1.503], [-3.047, -4.250, -1.956], [-2.609, -3.246, -1.097], [-1.732, -1.914, -1.850], [-0.314, -1.860, -1.366], [-1.817, -2.115, -3.273], [-2.352, -0.669, -1.364], [-4.246, -4.223, 1.696], [-4.976, -5.986, 0.188], [-4.201, -6.040, -2.176], [-2.741, -4.205, -2.991]],
  "lowdin_charge": [0.8900, -0.0077, -0.3047, 0.0333, -0.2552, -0.0123, 0.0504, 0.0239, -0.5080, 0.0206, 0.0681, -0.3383, -0.0365, 0.0141, -0.2713, -0.0181, 0.0447, 0.0258, -0.3073, -0.0181, 0.0289, -0.2571, -0.0156, 0.0952, 0.0483, 0.0704, 0.1152, 0.0830, 0.0715, 0.0866, 0.1098, 0.0122, 0.0827, 0.0655, 0.1087, 0.0807, 0.0788, 0.0761, 0.0432, 0.0896, 0.0702, 0.1137, 0.0820, 0.0807, 0.0826, -0.0075, -0.1070, -0.0026, -0.0003, 0.0346, -0.6658, 0.7813, -0.2531, 0.0245, -0.0265, -0.0369, -0.1238, 0.0797, 0.0971, 0.0932, 0.0870, 0.1318, 0.1044, 0.1315, 0.1220, 0.1209, 0.1144, -0.4691, 0.8240, -0.4514, -0.2567, -0.3441, -0.0368, -0.0805, -0.0939, -0.0671, -0.1937, 0.5301, -0.3726, -0.2923, -0.3813, 0.0796, 0.1049, 0.0989, 0.1071],
  "charge": 0,
  "gap_ev": 7.41,
  "e_homo_ha": -0.2903
}

=====

{
  "formula": "C22H18N4OS",
  "method": "ωB97M-V/def2-TZVPD",
  "species": ["C", "N", "C", "O", "C", "C", "C", "C", "C", "C", "S", "C", "C", "C", "N", "N", "C", "C", "C", "C", "H", "H", "C", "C", "C", "N", "C", "C", "C", "C", "H", "H", "H", "H", "H", "H", "H", "H", "H", "H", "H", "H", "H", "H", "H", "H"],
  "xyz": [[3.229, 1.912, -5.134], [2.646, 0.779, -4.459], [2.575, -0.442, -5.033], [3.079, -0.704, -6.107], [1.900, -1.495, -4.205], [2.533, -2.733, -4.137], [1.992, -3.773, -3.406], [0.784, -3.596, -2.751], [0.121, -2.387, -2.839], [0.680, -1.332, -3.550], [-0.252, 0.182, -3.702], [-0.829, 0.413, -2.035], [-2.076, 0.977, -1.859], [-2.481, 1.205, -0.549], [-3.625, 1.740, -0.052], [-3.618, 1.777, 1.280], [-2.473, 1.264, 1.702], [-1.677, 0.872, 0.571], [-0.415, 0.317, 0.349], [-0.003, 0.102, -0.943], [0.973, -0.321, -1.129], [0.243, 0.070, 1.165], [-2.233, 1.193, 3.116], [-1.180, 0.616, 3.713], [-0.939, 0.543, 5.141], [0.174, -0.114, 5.480], [0.485, -0.236, 6.754], [-0.285, 0.285, 7.784], [-1.442, 0.971, 7.445], [-1.777, 1.105, 6.111], [-2.671, 1.635, 5.825], [-2.073, 1.396, 8.213], [0.011, 0.160, 8.814], [1.398, -0.780, 6.959], [-0.410, 0.137, 3.130], [-3.020, 1.654, 3.697], [-4.423, 2.084, -0.561], [-2.699, 1.230, -2.702], [-0.835, -2.254, -2.354], [0.344, -4.404, -2.186], [2.504, -4.722, -3.354], [3.462, -2.856, -4.673], [2.164, 0.953, -3.592], [4.001, 2.368, -4.513], [2.468, 2.659, -5.367], [3.672, 1.548, -6.059]],
  "lowdin_charge": [-0.0614, -0.0098, -0.4884, 0.0689, -0.1466, -0.0140, -0.0674, -0.0684, -0.0999, -0.4564, 1.0364, -0.5197, -0.0364, -0.1927, 0.0371, 0.0971, -0.2362, -0.0913, -0.0008, -0.0992, 0.1099, 0.1031, -0.0195, -0.0217, -0.2840, 0.0994, -0.1497, -0.0695, -0.0712, -0.0166, 0.1023, 0.1056, 0.0978, 0.1038, 0.0918, 0.1047, 0.1606, 0.1090, 0.1132, 0.1068, 0.1048, 0.1211, 0.0954, 0.0835, 0.0850, 0.0835],
  "smiles": "CNC(=O)c1ccccc1Sc1ccc2c(/C=C/c3ccccn3)n[nH]c2c1",
  "charge": 0,
  "gap_ev": 8.06,
  "de_lowest_kj_mol": 125.32,
  "e_homo_ha": -0.2955
}

=====

{
  "formula": "C4H11NO",
  "method": "ωB97M-V/def2-TZVPD",
  "species": ["C", "C", "N", "C", "C", "H", "H", "H", "H", "H", "H", "H", "H", "H", "H", "H", "O"],
  "xyz": [[1.403, 1.051, -2.013], [0.117, 1.064, -1.466], [-0.509, 0.053, -0.707], [-1.771, 0.343, -0.078], [-1.865, -0.463, 1.271], [1.595, 1.374, -3.032], [2.129, 0.394, -1.511], [-0.289, 2.047, -1.097], [-0.112, -0.825, -0.430], [-2.589, 0.043, -0.743], [-1.823, 1.361, 0.308], [-0.934, -0.215, 1.778], [-1.799, -1.524, 1.009], [-2.814, -0.231, 1.743], [3.000, -2.148, 1.230], [3.238, -1.113, 2.337], [3.023, -1.210, 1.402]],
  "lowdin_spin": [0.2174, 0.3238, 0.0738, 0.0217, 0.0312, 0.0284, 0.0334, 0.0488, 0.0174, 0.0088, 0.0086, 0.0126, 0.0062, 0.0050, 0.0293, 0.0291, 0.1043],
  "charge": -1,
  "gap_ev": [2.57, 5.60],
  "de_lowest_kj_mol": 239.70,
  "spin_multiplicity": 2,
  "e_homo_ha": [0.0450, -0.0653]
}

=====

{
  "formula": "C38H43BrN3Sr",
  "method": "ωB97M-V/def2-TZVPD",
  "species": ["Sr", "C", "C", "C", "C", "C", "C", "C", "C", "C", "C", "C", "C", "H", "H", "H", "H", "H", "H", "H", "H", "H", "H", "H", "H", "H", "H", "H", "H", "H", "H", "C", "C", "C", "C", "N", "C", "C", "C", "C", "C", "C", "C", "H", "H", "H", "H", "H", "H", "H", "H", "C", "C", "C", "C", "C", "C", "C", "C", "C", "C", "N", "C", "C", "C", "C", "C", "N", "H", "H", "H", "H", "H", "H", "H", "H", "H", "H", "H", "H", "H", "H", "H", "H", "H", "Br"],
  "xyz": [[-0.678, 0.188, -0.560], [1.366, -4.277, 1.675], [1.905, -2.877, 1.507], [2.427, -2.433, 0.286], [2.333, -3.277, -0.963], [3.055, -1.181, 0.216], [3.703, -0.732, -1.071], [3.111, -0.355, 1.340], [3.711, 1.022, 1.238], [2.591, -0.799, 2.560], [2.748, 0.056, 3.789], [1.953, -2.037, 2.630], [1.285, -2.474, 3.908], [0.275, -4.296, 1.719], [1.738, -4.714, 2.603], [1.678, -4.935, 0.868], [3.270, -3.801, -1.178], [2.100, -2.666, -1.835], [1.547, -4.024, -0.897], [3.047, -0.084, -1.660], [3.976, -1.577, -1.700], [4.612, -0.166, -0.873], [4.776, 1.024, 1.493], [3.196, 1.714, 1.899], [3.610, 1.425, 0.232], [1.950, 0.799, 3.839], [3.698, 0.589, 3.774], [2.728, -0.538, 4.699], [1.973, -3.009, 4.569], [0.444, -3.133, 3.707], [0.893, -1.621, 4.457], [-4.658, 2.214, 0.250], [-5.580, 1.218, 0.606], [-5.225, -0.099, 0.577], [-3.904, -0.492, 0.192], [-3.042, 0.501, -0.168], [-3.412, 1.785, -0.131], [-3.490, -1.854, 0.113], [-4.263, -2.880, 0.689], [-3.865, -4.190, 0.771], [-2.526, -4.504, 0.385], [-1.746, -3.604, -0.237], [-2.316, -2.311, -0.745], [-4.903, 3.265, 0.266], [-6.591, 1.489, 0.892], [-5.960, -0.848, 0.823], [-2.649, 2.503, -0.423], [-5.200, -2.617, 1.162], [-4.478, -4.924, 1.277], [-2.110, -5.471, 0.656], [-0.715, -3.834, -0.479], [-3.547, -1.334, -2.826], [-2.694, -2.470, -2.258], [-1.503, -2.799, -3.134], [-1.427, -4.082, -3.667], [-0.369, -4.489, -4.462], [0.656, -3.604, -4.733], [0.631, -2.311, -4.222], [1.784, -1.382, -4.504], [1.647, -0.625, -5.823], [-0.457, -1.906, -3.437], [-0.411, -0.612, -2.866], [-0.775, 0.418, -3.554], [-0.689, 1.764, -3.096], [-1.091, 2.919, -3.783], [-0.759, 3.992, -2.963], [-0.160, 3.437, -1.824], [-0.109, 2.103, -1.889], [-4.501, -1.289, -2.304], [-3.743, -1.516, -3.885], [-3.078, -0.355, -2.729], [-3.321, -3.370, -2.264], [-1.503, -1.604, -0.737], [-2.222, -4.780, -3.432], [-0.341, -5.497, -4.856], [1.502, -3.916, -5.335], [2.704, -1.975, -4.521], [1.885, -0.667, -3.684], [1.524, -1.318, -6.657], [2.528, -0.010, -6.013], [0.779, 0.034, -5.808], [-1.198, 0.274, -4.555], [-1.568, 2.948, -4.751], [-0.921, 5.040, -3.156], [0.215, 3.948, -0.948], [0.001, 1.692, 1.724]],
  "lowdin_charge": [1.1433, -0.0488, -0.1758, -0.1806, -0.0407, -0.1896, -0.0433, -0.2107, -0.0659, -0.2093, -0.0616, -0.1822, -0.0477, 0.0703, 0.0785, 0.0679, 0.0928, 0.0603, 0.0569, 0.0831, 0.0671, 0.0760, 0.0887, 0.0522, 0.0716, 0.0493, 0.0733, 0.0669, 0.0885, 0.0722, 0.0762, -0.0926, -0.0946, -0.0326, -0.2469, -0.0752, -0.1773, -0.1658, -0.0864, -0.1419, -0.1380, -0.0799, -0.2696, 0.0884, 0.0972, 0.0889, 0.0944, 0.0889, 0.0704, 0.0938, 0.0856, -0.0324, -0.2512, -0.1273, -0.0358, -0.0880, -0.0569, -0.1926, -0.2124, -0.0841, -0.1761, -0.0590, -0.1375, -0.3738, -0.0720, -0.1111, -0.2044, -0.1285, 0.0827, 0.0855, 0.0577, 0.1380, -0.0142, 0.1121, 0.0954, 0.1093, 0.1100, 0.0905, 0.0726, 0.0706, 0.0594, 0.1413, 0.0933, 0.0781, 0.0922, -0.2171],
  "charge": -1,
  "gap_ev": 5.81,
  "de_lowest_kj_mol": 101.54,
  "e_homo_ha": -0.1160
}